Record 1
Entry from the OMol25 dataset: CH5NOS2 in the gas phase in a non-equilibrium geometry (ωB97M-V with the def2-TZVPD basis set).

As for the largest force on an atom: 3.049 eV/Å. As for the SMILES: CSNSO. For the frontier orbital gap, the calculation gives 0.3256 Eh. The calculation puts the LUMO energy at 0.5 eV. As for the multiplicity: 1. The energy relative to the best compared isomer or geometry (same formula, charge and spin) is 213.7 kJ/mol.

```
10
Properties=species:S:1:pos:R:3:forces:R:3
C -1.3583 0.0957 -0.4682 0.5 -0.5 1.7
N 0.8609 0.9005 0.7427 0.0 1.9 0.8
O 1.3707 -1.5559 0.4126 0.4 -0.3 0.2
S -0.6815 1.7366 0.2732 0.4 -3.0 -0.6
S 1.8534 -0.0753 -0.1218 -0.2 0.1 -0.7
H -0.9584 -0.8477 0.0977 -0.4 2.2 -0.8
H -0.9886 0.1245 -1.4888 -0.4 -0.4 0.0
H -2.4504 -0.0132 -0.3398 0.5 0.6 -0.5
H 1.4551 1.5884 1.2106 -0.6 -0.3 0.2
H 0.8971 -1.9537 -0.3183 -0.2 -0.3 -0.1
```
Positions in Å, forces in eV/Å.



Record 2
Entry from the OMol25 dataset: CH5NOSi in the gas phase in a non-equilibrium geometry (ωB97M-V with the def2-TZVPD basis set).

As for the largest force on an atom: 4.185 eV/Å. As for the SMILES: [H]/N=C/O[SiH3]. For the frontier orbital gap, the calculation gives 0.4080 Eh. The calculation puts the LUMO energy at 0.9 eV. As for the multiplicity: 1. The energy relative to the best compared isomer or geometry (same formula, charge and spin) is 14.8 kJ/mol.

```
9
Properties=species:S:1:pos:R:3:forces:R:3
C -1.2301 0.0970 0.2516 3.8 -0.8 -1.6
N -2.2238 0.1071 -0.4446 -3.7 -0.6 -0.9
O -0.0268 -0.1159 -0.4523 -0.9 0.1 1.0
Si 1.6163 -0.0291 -0.2041 -1.0 -1.8 0.6
H -0.9559 0.1798 1.2577 -0.6 0.1 1.9
H -3.1721 0.0043 -0.0288 1.3 0.7 0.0
H 2.1576 -1.3914 -0.5772 0.0 0.8 -0.4
H 2.0962 0.0217 1.2027 -0.2 0.5 0.0
H 1.7386 1.1265 -1.0049 1.3 1.0 -0.7
```
Positions in Å, forces in eV/Å.



Record 3
Entry from the OMol25 dataset: 2 unconnected molecules or ions with the total composition CH5NS2 in a non-equilibrium geometry (ωB97M-V with the def2-TZVPD basis set).

As for the largest force on an atom: 5.325 eV/Å. As for the SMILES: [NH3+][S-].C=S. For the frontier orbital gap, the calculation gives 0.2362 Eh. The calculation puts the LUMO energy at -1.2 eV. As for the multiplicity: 1. The energy relative to the best compared isomer or geometry (same formula, charge and spin) is 227.9 kJ/mol.

```
9
Properties=species:S:1:pos:R:3:forces:R:3
C 1.1665 -1.0395 1.1930 -2.6 -4.5 1.2
N -0.8999 0.8390 -0.9793 -0.5 -1.5 2.8
S -0.2989 -1.6432 0.8173 0.4 0.0 0.4
S 0.4606 1.9927 -0.6487 -0.1 -0.1 -0.1
H 1.4124 -0.1645 0.7931 1.6 3.8 -1.3
H 1.7365 -1.6889 1.8445 0.6 0.5 0.0
H -1.7975 1.3016 -1.0216 -0.2 0.4 0.5
H -0.8518 0.4073 -1.8755 0.6 -0.7 -0.7
H -0.9280 -0.0045 -0.1227 0.1 2.1 -2.8
```
Positions in Å, forces in eV/Å.



Record 4
Entry from the OMol25 dataset: 2 unconnected molecules or ions with the total composition CH5NS2 in a non-equilibrium geometry (ωB97M-V with the def2-TZVPD basis set).

As for the largest force on an atom: 6.917 eV/Å. As for the SMILES: C=N.SS. For the frontier orbital gap, the calculation gives 0.3446 Eh. The calculation puts the LUMO energy at -0.2 eV. As for the multiplicity: 1. The energy relative to the best compared isomer or geometry (same formula, charge and spin) is 156.0 kJ/mol.

```
9
Properties=species:S:1:pos:R:3:forces:R:3
S -1.2583 4.1768 2.4769 0.9 0.8 -1.7
S -0.2045 4.6167 0.5929 -0.7 -0.2 1.2
H -0.4170 4.9355 3.1945 -0.1 -0.1 0.2
H -0.5907 5.8988 0.3505 -0.1 -0.5 0.3
C 0.1442 -3.8067 -1.1803 -0.7 -6.5 -2.1
N 1.0933 -4.3258 -1.8391 0.0 -0.1 0.4
H -0.7293 -4.5668 -1.0464 1.0 1.4 -0.6
H -0.0649 -3.0055 -0.6416 0.2 4.4 2.2
H 2.0273 -3.9230 -1.9075 -0.5 0.9 0.1
```
Positions in Å, forces in eV/Å.



Record 5
Entry from the OMol25 dataset: a molecular structure, CH5NS2 in a non-equilibrium geometry (ωB97M-V with the def2-TZVPD basis set).

As for the largest force on an atom: 5.403 eV/Å. For the frontier orbital gap, the calculation gives 0.3384 Eh. The calculation puts the LUMO energy at 0.7 eV. As for the multiplicity: 1. The energy relative to the best compared isomer or geometry (same formula, charge and spin) is 321.9 kJ/mol.

```
9
Properties=species:S:1:pos:R:3:forces:R:3
C -0.0826 -0.1699 -0.5035 -2.0 -1.9 -0.9
H -2.6486 -2.1176 0.7126 0.2 0.0 0.0
H 0.0727 0.8942 -0.6275 -2.4 -2.1 -2.6
H 0.7189 -0.8459 -0.8227 0.1 0.1 0.1
H 1.7665 1.2097 -0.5213 0.3 0.2 0.4
H 1.8695 2.0080 1.2482 0.5 0.8 0.0
N -1.1886 -0.5370 0.0004 0.5 -0.2 -0.4
S -1.4204 -2.2262 0.1798 -0.1 0.3 0.2
S 0.9126 1.7845 0.3339 3.0 2.9 3.4
```
Positions in Å, forces in eV/Å.



Record 6
Entry from the OMol25 dataset: 2 unconnected molecules or ions with the total composition CH5O2 in a non-equilibrium geometry (ωB97M-V with the def2-TZVPD basis set).

As for the largest force on an atom: 1.419 eV/Å. For the frontier orbital gap, the calculation gives 0.2832 Eh. As for the total charge: -1. The calculation puts the LUMO energy at 4.8 eV. As for the multiplicity: 1. The energy relative to the best compared isomer or geometry (same formula, charge and spin) is 2.7 kJ/mol.

```
8
Properties=species:S:1:pos:R:3:forces:R:3
O 1.3893 1.5267 -0.7772 -0.7 0.2 -0.2
H 0.5503 1.8396 -1.1591 0.6 -0.2 0.2
C -0.6381 -0.7997 0.4441 1.3 -0.2 -0.6
O 0.7070 -0.5004 0.5140 -0.3 -0.1 0.1
H -1.2091 0.0418 0.0126 -0.5 0.1 0.2
H -0.8373 -1.6642 -0.2407 -0.2 0.1 0.1
H -1.0504 -1.0952 1.4238 -0.3 0.2 0.1
H 1.0884 0.6515 -0.2175 0.1 0.0 0.0
```
Positions in Å, forces in eV/Å.



Record 7
Entry from the OMol25 dataset: 2 unconnected molecules or ions with the total composition CH5O2 in a non-equilibrium geometry (ωB97M-V with the def2-TZVPD basis set).

As for the largest force on an atom: 4.071 eV/Å. For the frontier orbital gap, the calculation gives 0.2711 Eh. As for the total charge: -1. The calculation puts the LUMO energy at 5.0 eV. As for the multiplicity: 1. The energy relative to the best compared isomer or geometry (same formula, charge and spin) is 72.5 kJ/mol.

```
8
Properties=species:S:1:pos:R:3:forces:R:3
C -1.3511 -0.7789 0.2708 2.1 -0.5 0.3
O -0.6281 0.1984 -0.2362 1.3 3.2 -2.1
H -1.3225 -0.5684 1.3096 -0.5 -1.0 2.3
H -2.3834 -0.7085 0.0082 -1.4 -0.8 -0.8
H -0.7499 -1.7122 0.0323 -1.5 -0.5 0.4
H 1.7473 1.1783 -0.8037 0.9 -0.8 0.9
H 0.8236 0.4990 0.0518 0.2 -1.2 0.3
O 1.8770 0.5497 -0.0417 -1.1 1.7 -1.2
```
Positions in Å, forces in eV/Å.



Record 8
Entry from the OMol25 dataset: a molecular structure, CH5O3 in a non-equilibrium geometry (ωB97M-V with the def2-TZVPD basis set).

As for the largest force on an atom: 2.710 eV/Å. For the frontier orbital gap, the calculation gives 0.4829 Eh. As for the total charge: +1. The calculation puts the LUMO energy at -3.8 eV. As for the multiplicity: 1. The energy relative to the best compared isomer or geometry (same formula, charge and spin) is 47.2 kJ/mol.

```
9
Properties=species:S:1:pos:R:3:forces:R:3
O -1.9435 0.7576 0.0156 -1.5 -0.1 -1.7
H -2.3535 0.8115 -0.8840 0.1 0.1 0.9
H -2.3731 1.3707 0.6327 0.6 -0.1 0.1
H -0.9560 0.3328 -0.1391 0.7 -0.2 0.7
O 0.1396 -0.1966 -0.5926 1.0 0.0 0.5
C 1.2880 -0.4497 -0.2289 -1.3 -1.3 1.9
O 1.5797 -1.1319 0.8617 -1.4 0.3 -0.1
H 2.1145 -0.1739 -0.7731 1.9 0.8 -1.7
H 2.5043 -1.3204 1.1076 -0.1 0.4 -0.7
```
Positions in Å, forces in eV/Å.



Record 9
Entry from the OMol25 dataset: a gas-phase ion, CH5O3Si (charge +1) in a non-equilibrium geometry (ωB97M-V with the def2-TZVPD basis set).

As for the largest force on an atom: 3.120 eV/Å. For the frontier orbital gap, the calculation gives 0.3493 Eh. As for the total charge: +1. The calculation puts the LUMO energy at -6.1 eV. As for the multiplicity: 1. The energy relative to the best compared isomer or geometry (same formula, charge and spin) is 226.8 kJ/mol.

```
10
Properties=species:S:1:pos:R:3:forces:R:3
C 1.9639 0.1430 -0.1614 -0.6 0.2 -2.2
O -0.7941 0.2144 0.0569 0.6 1.2 -0.5
O -2.0733 -0.3767 -0.1301 -0.9 -1.8 -0.5
O -3.0477 0.4907 0.1758 -1.2 2.1 -1.4
Si 0.4381 -0.6921 0.5145 1.1 2.6 -1.3
H 2.4389 -0.5687 -0.9628 -0.9 1.3 1.2
H 1.6286 1.1766 -0.6503 0.5 -2.4 0.9
H 2.7444 0.3567 0.5367 0.4 0.0 0.7
H -3.3371 0.9901 -0.7033 1.1 -1.5 2.1
H 0.0381 -1.7338 1.3242 -0.2 -1.8 1.0
```
Positions in Å, forces in eV/Å.



Record 10
Entry from the OMol25 dataset: 3 unconnected molecules or ions with the total composition CH5O4P in a non-equilibrium geometry (ωB97M-V with the def2-TZVPD basis set).

As for the largest force on an atom: 3.348 eV/Å. As for the SMILES: O=PO.C=O.O. For the frontier orbital gap, the calculation gives 0.3924 Eh. The calculation puts the LUMO energy at 0.6 eV. As for the multiplicity: 1. The energy relative to the best compared isomer or geometry (same formula, charge and spin) is 292.8 kJ/mol.

```
11
Properties=species:S:1:pos:R:3:forces:R:3
C -0.7024 -1.0365 3.0319 1.6 2.3 1.9
O 1.5002 0.4993 -2.6629 0.3 0.0 -0.5
O 0.1894 1.2754 -0.1295 -0.4 0.2 -0.8
O -0.9900 -0.1556 -1.7791 0.9 -0.4 0.4
O -1.1808 -1.1374 1.9546 -0.5 -0.9 -0.7
P 0.1845 -0.2188 -0.8501 -1.7 1.3 0.4
H -0.5096 0.0520 3.4426 -0.4 -1.6 -0.3
H -0.2780 -1.8491 3.7143 -0.7 0.3 -0.9
H 0.5853 0.7690 -2.8238 -0.1 0.2 -0.5
H -0.4917 1.9173 -0.5038 1.1 -1.4 0.5
H 1.6929 -0.1154 -3.3942 0.0 0.2 0.4
```
Positions in Å, forces in eV/Å.